Entry 1:
Below is a structure of composition C34H42BN9ReS, with properties calculated with ωB97M-V with the def2-TZVPD basis set.

Cartesian coordinates (Å):
H  0.391  -4.224  2.429
H  -1.855  1.882  4.025
Re  -0.968  -0.241  -0.837
N  -1.026  1.515  -1.843
C  4.420  1.850  1.654
H  3.067  1.597  -5.164
H  -1.907  -3.733  -1.076
H  4.275  0.033  -3.542
C  3.316  -0.627  -1.702
H  -3.278  -1.274  -3.519
C  1.143  0.879  -2.464
N  3.423  -0.581  4.205
C  -1.629  2.486  0.258
C  -5.164  0.530  -0.888
H  -3.498  0.926  -2.331
C  2.211  1.608  -4.500
H  -1.149  -1.956  -4.943
C  -1.527  -3.128  2.298
N  -1.279  1.274  0.791
N  -1.936  -2.138  1.497
C  -5.063  -0.212  0.277
H  1.811  -1.827  3.714
H  -3.435  -0.855  2.625
H  2.618  -2.165  5.264
H  2.165  -1.050  0.042
H  -1.041  0.128  2.465
C  2.272  -1.379  4.591
N  4.448  0.790  2.652
H  4.261  1.450  0.648
H  5.580  -0.878  3.222
C  2.192  -0.572  -0.926
C  2.273  0.857  -3.312
H  -0.933  2.857  -4.299
C  0.100  -2.611  0.936
H  -3.637  -2.222  -2.068
H  6.445  0.669  3.355
C  -3.147  -2.246  -3.042
H  -2.088  -4.693  -2.553
H  -3.656  -2.993  -3.655
N  1.075  0.151  -1.274
H  -5.799  -0.456  1.025
C  -3.893  0.481  -1.433
S  1.819  0.628  2.429
H  -1.533  4.068  -2.736
C  -0.805  -1.562  -2.254
H  -2.515  4.096  3.107
H  4.157  -1.210  -1.348
H  3.509  0.354  6.087
C  3.291  0.274  3.130
C  -2.068  3.546  1.067
C  -0.222  -3.462  1.983
C  -1.522  -3.883  -2.086
H  -1.684  -3.638  -4.840
H  1.514  -0.777  5.103
H  6.135  -0.040  1.764
H  -4.136  -2.478  1.694
C  -2.346  4.798  0.470
H  1.001  -2.549  0.349
H  -6.032  1.030  -1.279
H  -2.694  5.617  1.085
H  -0.478  -4.197  -2.012
C  -1.693  3.891  -1.684
C  -2.167  3.302  2.457
C  4.182  -0.121  5.365
H  4.674  -0.964  5.853
C  -0.034  2.337  -4.000
C  1.080  2.326  -4.837
B  -3.380  -1.541  1.629
H  4.936  0.604  5.079
C  -1.666  -2.605  -2.929
C  -1.354  1.090  2.088
H  -2.204  -3.537  3.030
C  -1.457  2.639  -1.153
N  -0.935  -1.814  0.652
C  -2.141  4.950  -0.872
H  3.612  2.543  1.870
H  1.047  2.871  -5.772
C  -1.106  -2.862  -4.335
C  3.394  0.073  -2.917
C  0.011  1.624  -2.810
C  5.722  0.098  2.765
H  0.233  -1.696  -2.582
H  -0.064  -3.185  -4.288
N  -3.814  -0.665  0.405
C  -1.807  2.092  2.966
H  -2.327  5.911  -1.336
N  -3.086  -0.251  -0.652
H  5.375  2.374  1.691

Calculated values
Net charge: 0
Energy above the lowest of the compared OMol25 structures with the same formula, charge and spin, kJ/mol: 60.86
Highest occupied orbital energy (spin up / spin down), eV: -4.670 / -7.282
Spin multiplicity: 4
DFT total energy, a.u.: -2314.940389

Entry 2:
Below is a cluster of 2 separate species, C34H42Br2F4O11S3 in total at a distorted geometry, with properties calculated with ωB97M-V with the def2-TZVPD basis set.

Cartesian coordinates (Å):
Br  1.234  -4.258  -7.005
C  0.094  0.390  -1.915
H  3.143  1.589  0.252
O  0.734  -2.442  2.822
C  1.615  3.908  1.481
O  -3.147  3.590  5.112
H  -2.004  -1.631  2.338
H  -3.677  7.593  6.258
C  -2.931  0.395  3.877
H  1.976  3.342  2.403
C  -4.070  -1.823  4.918
C  -0.736  -2.010  -1.050
C  -4.191  -0.648  3.821
C  -3.477  6.763  5.574
H  4.166  -1.285  -8.504
F  3.782  -3.339  -8.654
H  -0.556  4.501  7.310
F  6.249  -1.960  -6.412
H  -0.664  3.058  0.458
O  -2.848  5.734  6.340
H  -0.475  0.170  2.831
H  -0.825  2.881  6.605
H  -5.301  7.118  4.469
C  -4.787  6.294  4.968
H  3.907  0.774  -8.284
H  -2.044  -0.241  4.257
C  0.720  1.190  -3.168
C  2.194  -4.416  -4.205
O  -3.517  -4.302  5.185
Br  2.986  -3.760  -2.485
C  -0.754  0.182  0.625
H  -3.469  -1.471  5.834
H  -3.178  0.405  1.589
H  -0.017  3.272  -1.243
C  4.082  0.062  -5.488
O  0.394  2.354  -3.500
C  -0.183  1.074  -0.546
C  1.602  2.859  0.240
H  -3.150  1.282  4.588
O  -0.620  -2.534  -4.215
H  3.293  2.052  -4.451
C  -1.026  0.828  2.074
H  -2.880  2.103  2.342
H  -4.214  -1.152  2.789
C  -1.628  -2.274  1.472
H  -5.133  -0.023  3.991
C  4.871  -2.370  -6.566
H  -2.212  -2.904  4.267
C  5.347  0.878  -6.058
C  1.788  0.363  -4.028
H  -3.586  -6.410  4.649
O  0.409  -4.114  0.980
O  6.312  0.704  -8.698
H  2.356  4.764  1.245
H  -3.776  -3.325  3.281
O  -1.151  5.051  4.651
C  0.161  -1.733  -3.658
C  4.600  -2.283  -8.176
C  0.101  2.640  -0.301
C  2.506  -2.040  -5.143
H  0.632  -5.954  -4.548
H  1.708  -6.396  -3.124
H  6.352  0.395  -5.812
H  -2.796  7.138  4.804
H  -2.739  -5.288  3.449
H  -0.767  -4.233  3.059
H  -2.038  3.573  7.715
S  -0.249  -3.335  2.112
H  -0.941  -3.124  -1.203
F  5.893  -2.486  -8.787
C  -3.343  -3.145  4.337
H  -5.127  -2.136  5.225
F  4.867  -3.752  -6.249
C  3.081  0.937  -4.648
H  -1.918  -5.691  5.073
O  5.099  2.762  -8.068
O  2.225  1.585  0.612
C  1.516  -1.162  -4.312
H  2.288  3.312  -0.575
C  -1.023  -1.329  0.321
H  0.582  4.363  1.649
S  5.159  1.247  -7.897
C  -2.621  0.981  2.402
C  -2.922  -5.471  4.566
C  1.735  -5.966  -4.195
H  2.376  -6.621  -4.874
H  5.374  1.925  -5.567
H  -4.621  5.507  4.230
C  2.034  -3.565  -5.339
H  -2.436  -2.956  1.033
C  -0.170  -1.140  -2.193
C  -1.304  3.800  6.943
H  -5.441  5.880  5.740
H  -0.573  1.886  2.173
S  -2.136  4.515  5.554
C  3.847  -1.476  -5.749

Calculated values
Net charge: 0
Highest occupied orbital energy, eV: -9.045
Spin multiplicity: 1
SMILES: COCCCCCCc1c(C[SH](=O)=O)cc2c(c1C[C@@H](C)O)C(=O)c1cc(C[SH](=O)=O)c(C(F)(F)C(F)F)c(/C(Br)=C(/C)Br)c1C2=O.CCOS(C)(=O)=O
DFT total energy, a.u.: -8889.848094

Entry 3:
Below is a cluster of 5 separate species, C34H42ClF2N3O12S in total at a distorted geometry, with properties calculated with ωB97M-V with the def2-TZVPD basis set.

Cartesian coordinates (Å):
O  5.693  8.840  -3.655
C  6.716  3.885  -0.618
N  1.996  3.738  -0.639
O  -6.260  -3.417  -3.227
H  -4.118  -5.030  -1.355
H  -3.847  -5.446  0.389
H  -6.803  -4.947  -5.998
O  6.034  7.508  -1.862
C  7.058  7.471  -0.871
O  7.227  9.398  -2.093
H  -6.220  -1.631  7.747
H  -6.612  -5.144  0.019
H  0.978  -2.014  2.217
H  -7.375  -3.278  -5.798
C  2.900  4.563  0.023
O  -3.514  -3.156  4.875
H  -5.333  -2.975  -0.910
Cl  -0.405  -0.014  1.903
S  -5.817  -4.782  2.382
C  -6.268  -3.581  6.803
C  -5.731  -3.820  -4.487
C  -0.128  -1.829  2.163
H  -0.530  -4.449  3.864
H  -0.028  6.226  0.681
H  4.345  0.907  -0.950
H  4.003  4.408  0.084
H  3.256  2.608  -1.996
C  -3.893  -4.597  -0.346
C  0.800  5.559  0.358
H  -5.147  -3.019  -4.938
C  2.304  2.517  -1.411
O  -4.797  -1.918  6.261
C  -6.117  -2.088  6.764
H  0.986  -3.351  4.068
C  -6.968  -4.148  -5.277
F  -2.267  -4.227  -2.738
C  1.354  -2.248  -2.751
C  2.284  5.719  0.664
O  6.571  3.810  0.561
C  -6.318  -4.267  0.654
H  5.575  4.569  -3.073
H  -4.685  -2.791  0.764
H  4.134  -1.638  -1.397
C  2.249  1.262  -0.437
H  7.854  6.812  -1.213
C  -0.119  -3.476  4.232
H  2.273  1.670  0.619
H  -6.821  -1.613  6.076
H  3.844  -0.116  0.432
H  -2.647  -3.340  1.820
H  8.551  9.006  -0.538
H  -7.153  -3.516  0.751
H  3.432  -0.520  -2.646
C  3.481  0.281  -0.562
H  -1.935  -2.354  3.447
O  5.930  3.250  -1.533
H  -0.277  -3.374  5.345
O  -8.129  -3.989  -2.096
C  3.298  -0.901  -1.600
C  -2.006  -3.230  0.915
C  6.262  8.605  -2.636
H  -0.254  3.945  -0.787
C  -4.480  -3.041  5.564
O  7.688  4.619  -1.227
C  6.276  3.770  -2.816
C  -0.825  -2.231  3.511
N  1.299  -1.728  -0.316
C  -0.728  -2.522  0.887
C  -1.748  -3.673  -1.570
H  8.429  3.506  -2.790
H  2.793  6.530  1.228
H  -5.086  -4.690  -4.338
F  2.107  -2.102  -3.911
C  -0.416  -2.974  -1.638
H  -4.459  -4.973  2.437
C  7.495  8.905  -0.783
H  -7.294  -3.902  6.623
C  -5.031  -3.558  0.008
H  -0.659  -1.363  4.220
C  0.084  -2.398  -0.383
C  -7.488  -3.988  -3.101
H  1.246  0.779  -0.554
C  1.924  -1.636  -1.514
H  1.443  2.401  -2.136
C  7.674  4.275  -2.610
H  6.222  2.992  -3.577
N  0.214  -2.941  -2.880
O  -7.890  -4.555  -4.269
H  6.907  9.479  -0.061
C  0.729  4.321  -0.424
C  -2.530  -3.832  -0.370
O  -5.409  -4.018  5.754
H  7.899  5.145  -3.228
H  6.669  7.094  0.075
H  -5.922  -4.012  7.746

Calculated values
Net charge: 0
Energy above the lowest of the compared OMol25 structures with the same formula, charge and spin, kJ/mol: 0.00
Highest occupied orbital energy, eV: -7.639
Spin multiplicity: 1
SMILES: CC[C@H](Cl)c1cc(CCCS)c(F)c2nc(F)c(CCCCn3cccc3)nc12.O=C1OCCO1.O=C1OCCO1.O=C1OCCO1.O=C1OCCO1
DFT total energy, a.u.: -3445.960287

Q: What is the formula in the second record?
A: C34H42Br2F4O11S3